# 1
An isolated molecule of C5H12O. Source: OMol25; level of theory: wB97M-V/def2-TZVPD.

Atoms and positions in Å:
O: 0.53423 -1.52869 0.97938
C: 0.82975 0.56370 -0.38125
C: 0.99271 -0.23615 0.84442
C: 0.22678 0.79608 2.04451
C: -1.50357 -0.35554 -1.40765
C: 0.00447 -0.35861 -1.58011
H: 0.27614 0.14878 -2.50767
H: -0.84937 0.73921 1.89588
H: -1.83399 -0.98653 -0.58289
H: -0.42676 -1.53431 0.89044
H: -2.00047 -0.73024 -2.30519
H: 2.04441 -0.27760 1.13964
H: 0.56948 1.82687 2.01340
H: 0.28611 1.50328 -0.33643
H: 0.52038 0.36339 2.99909
H: -1.87758 0.65546 -1.23858
H: 1.79810 0.78055 -0.82450
H: 0.40917 -1.36963 -1.64248

Atoms 1-2, force components in eV/Å:
-0.6 -0.6 -0.4
-1.4 -2.3 -4.5

The relative energy (zero: lowest compared OMol25 entry of this formula, charge and spin) comes out at 1.510 eV. The HOMO-LUMO gap is 10.456 eV. Its SMILES is CCC[C@@H](C)O. The value obtained for the molecular weight is 88.15 g mol⁻¹.

***

# 2
The ion C2H4O2P with charge -1. Source: OMol25; level of theory: wB97M-V/def2-TZVPD.

Atoms and positions in Å:
P: 0.30982 -0.49116 0.08476
O: -2.56784 -1.08229 0.06387
O: -1.83259 1.03391 -0.17374
C: 1.13323 0.97194 -0.02743
C: -1.78221 -0.16174 -0.00165
H: 0.65345 -1.68461 -0.84976
H: 0.88567 -1.17957 1.20541
H: 1.00022 1.86877 -0.53463
H: 2.20026 0.72475 0.23318

Atoms 1-2, force components in eV/Å:
-0.5 -0.8 -0.7
0.3 -0.7 0.2

The relative energy (zero: lowest compared OMol25 entry of this formula, charge and spin) comes out at 2.655 eV. The HOMO-LUMO gap is 7.379 eV. Its SMILES is C=[PH2]C(=O)[O-]. Its charge is -1. The value obtained for the molecular weight is 91.03 g mol⁻¹.

***

# 3
A structure of composition C10H14BFN6Pd. Source: OMol25; level of theory: wB97M-V/def2-TZVPD.

Atoms and positions in Å:
Pd: 0.00670 -0.66310 1.80341
F: 0.52096 1.07326 2.65353
N: 1.69735 -0.05893 -0.67431
N: -0.49200 -1.09869 -1.28691
N: -0.63761 1.58535 -0.05266
N: -0.20040 1.46220 -1.33377
N: -0.84957 -1.42465 0.01738
N: 1.56637 -0.15364 0.67992
C: -1.52829 -1.00866 2.97846
C: -1.11351 -1.95804 -2.12858
C: -1.81171 -2.36100 -0.04718
C: 3.01542 0.04376 -0.96413
C: 2.77457 -0.03324 1.25316
C: -0.41393 2.63345 -1.99352
C: 3.72564 0.06615 0.23566
C: -0.95158 3.54116 -1.06122
C: -1.96948 -2.75785 -1.38156
C: -1.02508 2.82299 0.16022
B: 0.48616 0.05880 -1.63972
H: -1.24770 4.55355 -1.19332
H: -1.38376 -0.70251 4.02428
H: 2.88568 0.01140 2.32048
H: -2.62162 -3.53288 -1.74296
H: 4.78896 0.15038 0.37133
H: -1.90384 -0.09313 2.44979
H: -0.49588 -1.67313 2.76749
H: -2.33586 -2.69104 0.84075
H: -0.16820 2.70920 -3.03776
H: 0.82107 0.03516 -2.78283
H: -1.32006 3.11491 1.15937
H: -2.27248 -1.79577 2.78633
H: 3.35316 0.08903 -1.99172
H: -0.89947 -1.94448 -3.18941

Atoms 1-2, force components in eV/Å:
5.1 4.1 -7.1
-0.9 -1.7 0.2

The HOMO-LUMO gap (alpha / beta) is 6.947 / 4.532 eV. Its spin multiplicity is 3. Its charge is +2. The value obtained for the molecular weight is 354.49 g mol⁻¹.

***

# 4
A structure of composition C28H21FeN3O2. Source: OMol25; level of theory: wB97M-V/def2-TZVPD.

Atoms and positions in Å:
Fe: -1.25833 0.12079 -0.42970
O: -0.69551 2.12801 -1.49506
O: -1.28980 -1.81088 -0.01737
N: 0.61605 -0.17509 -1.22918
N: -0.64903 1.05276 1.47844
N: 1.36167 -1.20431 -1.14388
C: -3.02524 1.49410 1.46414
C: 2.50257 3.19899 -2.93838
C: 0.88195 1.88199 3.10643
C: 1.29856 0.93500 -1.84214
C: 0.96554 -2.36200 -0.57067
C: 0.58684 1.16754 1.96167
C: 1.19671 3.26779 -2.47644
C: 4.21428 -4.21473 -1.08649
C: -1.67903 1.65334 2.09698
C: 0.43197 -4.84956 0.65125
C: 1.72973 -4.63241 0.06506
C: 1.99906 -3.40118 -0.54810
C: 3.26794 -3.21835 -1.12802
C: -0.31619 -2.62709 -0.00829
C: -4.17397 1.93568 2.12192
C: 2.60015 0.88279 -2.31605
C: -5.41207 1.79565 1.51850
C: -1.44993 2.40140 3.25225
C: -0.53377 -3.91893 0.61709
C: 0.59814 2.13769 -1.93609
C: -5.49761 1.21118 0.26072
C: -3.07233 0.88969 0.19515
C: 2.70677 -5.64054 0.09934
C: 3.94085 -5.44140 -0.46712
C: -1.30769 3.37567 -1.16888
C: -0.16900 2.51039 3.75816
C: 3.20260 2.00522 -2.86270
C: -4.34589 0.76878 -0.37757
H: 0.01065 3.08958 4.65534
H: -6.30495 2.13407 2.02883
H: 4.22020 1.94383 -3.22484
H: -6.46521 1.09821 -0.21462
H: -2.24573 3.12511 -0.68329
H: -2.27034 2.90118 3.74489
H: 2.46781 -6.58154 0.58160
H: 3.13716 -0.05091 -2.24079
H: 4.69093 -6.22043 -0.43873
H: -0.66789 3.94251 -0.49009
H: -1.50350 3.95400 -2.07210
H: 0.24407 -5.80499 1.12982
H: 0.64707 4.19517 -2.54205
H: 1.36419 0.65816 1.40160
H: 5.18255 -4.04860 -1.54235
H: 2.96549 4.08172 -3.35967
H: -1.50969 -4.08686 1.05296
H: -4.45241 0.30896 -1.35549
H: 3.48833 -2.27925 -1.61261
H: 1.89860 1.94417 3.46728
H: -4.12334 2.37796 3.10930

Atoms 1-2, force components in eV/Å:
-0.4 0.0 0.4
0.0 -0.1 0.1

The HOMO-LUMO gap (alpha / beta) is 7.018 / 7.091 eV. Its spin multiplicity is 5. The value obtained for the molecular weight is 487.34 g mol⁻¹.

***

# 5
A cluster of 2 separate species, C7H7N4O in total. Source: OMol25; level of theory: wB97M-V/def2-TZVPD.

Atoms and positions in Å:
O: -3.52338 3.91585 -2.04578
N: -2.34821 3.97175 -1.63865
N: -0.02560 -0.77033 2.52765
N: -0.18141 0.51126 2.31923
N: 0.11470 0.83728 1.05000
C: 0.23440 -1.36722 1.33060
C: 0.86031 -1.88127 -1.26582
C: 0.42618 -0.31972 0.41296
C: 0.75508 -2.96729 -0.42604
C: 0.71523 -0.52104 -0.88596
C: 0.46642 -2.73790 0.92710
C: 0.18203 2.09277 0.47799
H: 1.16288 -3.89616 -0.79069
H: 0.42186 -3.62427 1.56658
H: 0.05447 2.82339 1.16435
H: -2.40312 3.50925 -0.73471
H: 1.06155 -2.05926 -2.27560
H: 1.10747 0.20980 -1.48988
H: 0.91914 2.27310 -0.22334

Atoms 1-2, force components in eV/Å:
2.3 0.3 0.3
-3.1 0.1 -1.3

The relative energy (zero: lowest compared OMol25 entry of this formula, charge and spin) comes out at 0.000 eV. The HOMO-LUMO gap (alpha / beta) is 4.488 / 4.489 eV. Its charge is -1. The value obtained for the molecular weight is 163.16 g mol⁻¹.

***

# 6
The ion C4H6N3 with charge +1. Source: OMol25; level of theory: wB97M-V/def2-TZVPD.

Atoms and positions in Å:
N: -2.89985 0.08528 -1.99148
N: -1.07866 1.69129 0.81742
N: -0.69371 0.61648 -1.50201
C: 0.73317 -1.14485 -0.27848
C: -1.75538 0.11616 -2.02160
C: 0.51693 0.27935 -0.77157
C: -0.64069 1.17347 -0.28721
H: 0.98764 -1.81850 -1.09820
H: -2.03982 2.00047 0.96154
H: 1.53765 0.54105 -1.09405
H: -0.17751 -1.46221 0.14011
H: 1.46925 -1.00925 0.49066
H: -0.47228 1.68449 1.68585

Atoms 1-2, force components in eV/Å:
-1.4 -0.8 -1.0
0.0 -0.3 0.2

The relative energy (zero: lowest compared OMol25 entry of this formula, charge and spin) comes out at 4.017 eV. The HOMO-LUMO gap is 10.362 eV. Its SMILES is C[C@@H]1C(=[NH2+])N1C#N. Its charge is +1. The value obtained for the molecular weight is 96.11 g mol⁻¹.